[1]
Density functional theory data (wB97M-V/def2-TZVPD) for a cluster of 4 separate species, C20H39ClFNO8 in total.

The geometry in XYZ format:
```
70
C20H39ClFNO8, DFT wB97M-V/def2-TZVPD
C -4.0028 0.5500 -4.0557
C -2.7062 1.5264 -3.9623
C -3.0668 3.0119 -3.4486
C -3.0754 3.0833 -1.8519
C -1.6044 2.8502 -1.2672
O -0.6772 3.6539 -1.5478
N -1.4248 1.6781 -0.3568
C 0.0051 1.3474 -0.3282
O 0.8043 1.9190 0.4299
F 0.4964 0.3307 -1.1833
O -4.1695 2.2410 -1.4103
C -5.0497 2.9150 -0.5125
O -5.7771 2.5032 0.3968
O -4.9595 4.2972 -0.9093
C -3.5268 4.4454 -1.1106
Cl -2.8961 6.0375 -1.7243
H -4.1089 0.1007 -5.1154
H -3.8156 -0.3527 -3.3595
H -4.9758 1.0467 -3.7293
H -1.9668 0.9905 -3.2518
H -2.2242 1.5132 -5.0075
H -2.2178 3.7023 -3.8036
H -4.0250 3.4256 -3.9392
H -1.7627 2.0040 0.5704
H -3.1310 4.2568 -0.0365
C 2.2286 -2.6834 -1.3224
C 0.8590 -3.1163 -0.8251
O 0.6719 -4.5252 -0.8275
C 1.5660 -5.2809 -0.0213
C 1.5091 -4.9160 1.4524
H 2.4032 -3.0579 -2.3359
H 2.3027 -1.5928 -1.3325
H 3.0318 -3.0662 -0.6904
H 0.0969 -2.7004 -1.4891
H 0.6549 -2.7098 0.1710
H 2.5866 -5.1972 -0.4092
H 1.2783 -6.3298 -0.1369
H 1.7949 -3.8770 1.6284
H 2.1863 -5.5521 2.0275
H 0.4941 -5.0459 1.8391
C 6.9135 1.9153 0.6916
C 6.3509 3.1513 0.0094
O 5.2005 2.8888 -0.7821
C 4.0747 2.3499 -0.0998
C 3.5483 3.2480 1.0060
H 7.1652 1.1507 -0.0500
H 7.8153 2.1689 1.2556
H 6.1988 1.4725 1.3873
H 7.1082 3.5547 -0.6674
H 6.1372 3.9398 0.7379
H 4.3078 1.3500 0.2817
H 3.2903 2.2173 -0.8501
H 4.2907 3.4099 1.7904
H 2.6654 2.8033 1.4672
H 3.2774 4.2287 0.6049
C -2.2081 -4.1316 4.1482
C -2.8436 -2.7512 4.1642
O -1.9248 -1.7001 3.8961
C -1.2675 -1.7442 2.6372
C -2.2191 -1.6965 1.4538
H -1.3921 -4.1849 4.8758
H -2.9503 -4.8953 4.3953
H -1.7901 -4.3771 3.1703
H -3.2494 -2.5623 5.1610
H -3.6900 -2.6998 3.4721
H -0.6145 -2.6219 2.5829
H -0.6107 -0.8698 2.5983
H -2.8961 -2.5526 1.4379
H -1.6584 -1.6948 0.5155
H -2.8353 -0.7935 1.4952
```

Properties
ΔE to the lowest compared entry with this formula, charge and spin in kcal/mol: 46.2
LUMO in eV: -0.45
Structure (SMILES): CCC[C@]1(C(=O)NC(=O)F)OC(=O)O[C@@H]1Cl.CCOCC.CCOCC.CCOCC
HOMO in eV: -9.48
HOMO-LUMO gap in eV: 9.022

Listed below, in e, are the natural (NBO) charges computed for each atom: -0.63 -0.42 -0.43 0.15 0.68 -0.50 -0.74 0.98 -0.52 -0.33 -0.51 0.98 -0.50 -0.51 0.08 0.03 0.22 0.22 0.22 0.21 0.23 0.25 0.24 0.43 0.18 -0.65 -0.06 -0.54 -0.06 -0.64 0.21 0.22 0.20 0.19 0.15 0.16 0.19 0.20 0.22 0.21 -0.64 -0.06 -0.54 -0.06 -0.65 0.21 0.21 0.20 0.19 0.16 0.16 0.19 0.20 0.23 0.21 -0.64 -0.06 -0.54 -0.06 -0.65 0.21 0.22 0.20 0.19 0.16 0.16 0.18 0.21 0.22 0.21


[2]
Density functional theory data (wB97M-V/def2-TZVPD) for a structure of composition C20H39MoN2O2P2Si.

The geometry in XYZ format:
```
67
C20H39MoN2O2P2Si, DFT wB97M-V/def2-TZVPD
C -0.7305 0.8208 -4.1154
C -0.9358 0.4463 -2.7416
N -0.0098 0.8901 -1.7742
C 0.8470 1.8800 -2.1381
C 0.8356 2.4643 -3.4109
C 0.0775 1.8962 -4.4252
C -2.0204 -0.3613 -2.3464
P -2.2813 -0.7319 -0.5560
Mo -0.1441 -0.0240 0.3021
P 1.9199 1.2834 0.3956
C 1.6288 2.5205 -1.0078
O -0.8133 -3.6795 -3.9596
O 0.6126 -4.4975 -0.5502
H -1.2361 0.2366 -4.8921
H 1.3327 3.4133 -3.5488
H 0.1196 2.3046 -5.4335
C -3.7909 0.2976 -0.5459
C -2.8331 -2.4511 -0.2908
H 2.6104 2.9232 -1.3500
H 1.0304 3.3517 -0.5884
H -1.0459 -2.8831 -3.4346
H -2.4858 -0.9153 -3.1929
C 2.3463 2.2487 1.8193
C 3.4514 0.5460 -0.1707
H 0.6614 -1.6148 -0.3640
H -0.4123 -4.3711 -0.4055
H 0.7742 -4.4427 -1.5053
H 0.1169 -3.4424 -4.2939
H -0.7675 1.5818 1.0391
H 1.3062 -1.2063 -0.5921
H -4.4595 -0.1834 -1.2698
H -4.2576 0.4094 0.4343
H -3.5080 1.2760 -0.9470
H -3.6616 -2.6368 -0.9814
H -2.0564 -3.1968 -0.5027
H -3.1783 -2.5907 0.7428
H 4.2539 1.2847 -0.1777
H 3.7188 -0.2641 0.5023
H 3.3436 0.1323 -1.1721
H 3.2395 2.8368 1.6346
H 1.5280 2.9004 2.1032
H 2.5354 1.5685 2.6412
C -2.7435 -0.1041 2.6050
Si -1.0237 -0.3848 3.3957
C -0.5744 1.2783 4.1606
C -1.3135 -1.7348 4.6352
N 0.2487 -0.8372 2.2393
C 1.4403 -1.3643 2.7393
C 2.3313 -2.0883 1.9028
C 3.6566 -2.3130 2.2841
C 4.1038 -1.9489 3.5602
C 3.2053 -1.3699 4.4603
C 1.8869 -1.1151 4.0796
H -3.4832 -0.0091 3.4228
H -3.0431 -0.9614 1.9737
H -2.7723 0.8277 2.0182
H -1.2789 1.5042 4.9760
H 0.4417 1.2939 4.5763
H -0.6498 2.0813 3.4139
H -1.5935 -2.6641 4.1329
H -0.4500 -1.9612 5.2574
H -2.1338 -1.4849 5.3106
H 1.9762 -2.4873 0.9557
H 4.3507 -2.7736 1.5765
H 5.1441 -2.1145 3.8575
H 3.5252 -1.0967 5.4668
H 1.2005 -0.6680 4.8072
```

Properties
Net charge: +1
Multiplicity: 3
LUMO (alpha / beta) in eV: -4.85 / -4.79
HOMO (alpha / beta) in eV: -10.19 / -9.39
HOMO-LUMO gap (alpha / beta) in eV: 5.342 / 4.596

Listed below, in e, are the natural (NBO) charges computed for each atom: -0.26 0.19 -0.53 0.25 -0.29 -0.13 -0.61 0.98 0.34 1.11 -0.72 -0.94 -0.95 0.23 0.23 0.24 -0.93 -0.93 0.25 0.27 0.47 0.24 -0.97 -0.97 0.01 0.47 0.48 0.47 -0.15 0.13 0.24 0.24 0.26 0.25 0.23 0.26 0.25 0.26 0.25 0.25 0.27 0.26 -1.12 1.81 -1.14 -1.15 -0.83 0.09 -0.22 -0.20 -0.18 -0.22 -0.17 0.26 0.21 0.25 0.25 0.23 0.25 0.25 0.25 0.26 0.23 0.23 0.23 0.23 0.22


[3]
Density functional theory data (wB97M-V/def2-TZVPD) for a cluster of 7 separate species, C20H39N3O4 in total.

The geometry in XYZ format:
```
66
C20H39N3O4, DFT wB97M-V/def2-TZVPD
C -3.5451 -1.8823 10.7178
C -2.7666 -3.0933 10.7633
C -3.2791 -3.8472 11.7728
N -4.4069 -3.2547 12.2094
C -4.5825 -2.0377 11.6575
H -3.2937 -1.0197 10.1010
H -1.9261 -3.3946 10.1533
H -3.0688 -4.8905 12.0866
H -5.0356 -3.6695 12.8545
H -5.5030 -1.4518 11.8389
C -7.0516 -10.0834 18.6118
C -6.5526 -9.8222 17.2433
C -6.9106 -8.5530 16.9572
N -7.5108 -7.9946 18.0564
C -7.5928 -8.9765 19.0813
H -6.9708 -10.9774 19.1373
H -6.0101 -10.4438 16.5933
H -6.6810 -7.9638 16.1023
H -7.8365 -7.0686 18.0946
H -8.1558 -8.8171 20.0040
C -7.5005 -6.6553 10.4715
C -7.9559 -5.3353 10.6499
C -6.9784 -4.4303 10.3801
N -5.9218 -5.1723 9.9494
C -6.2225 -6.5051 10.0262
H -8.0373 -7.6055 10.5533
H -8.9241 -5.0937 11.0675
H -6.9095 -3.3759 10.5766
H -4.9805 -4.8121 9.9185
H -5.5480 -7.2368 9.6132
C -8.0391 -1.4401 14.8437
C -6.4485 -1.5032 14.9421
O -6.0211 -2.8865 14.8059
H -8.4195 -2.0422 14.0058
H -8.4166 -0.3800 14.8132
H -8.5563 -1.9439 15.6180
H -6.1630 -1.1901 15.8968
H -5.9650 -0.9620 14.1251
H -6.7248 -3.4640 15.1878
C -10.6633 -7.7729 15.4317
C -9.3298 -7.6112 14.7067
O -8.8754 -6.2763 14.8711
H -10.6589 -7.7337 16.5038
H -10.9853 -8.7720 15.1647
H -11.4022 -7.0316 15.0468
H -9.6001 -7.7991 13.6224
H -8.7406 -8.4322 15.0080
H -7.9812 -6.1085 14.4967
C -7.6748 -3.3968 18.8071
C -7.3833 -4.4284 17.7690
O -8.5673 -5.2101 17.5605
H -8.4461 -2.7564 18.4891
H -6.8119 -2.7581 18.9988
H -8.1717 -3.8420 19.7075
H -6.5323 -5.1088 17.9810
H -7.1218 -3.7466 16.8998
H -8.7367 -5.3537 16.5688
C -4.7964 -5.9768 15.1717
C -5.3073 -6.6489 13.8837
O -6.2846 -5.8286 13.3241
H -5.6450 -5.6100 15.7358
H -4.1395 -5.1312 14.8631
H -4.1912 -6.6445 15.7650
H -5.6644 -7.7583 14.0326
H -4.4316 -6.6940 13.1933
H -6.7656 -6.2191 12.6034
```

Properties
LUMO in eV: 0.74
Structure (SMILES): c1cc[nH]c1.c1cc[nH]c1.c1cc[nH]c1.CCO.CCO.CCO.CCO
HOMO in eV: -8.41
HOMO-LUMO gap in eV: 9.152

Listed below, in e, are the natural (NBO) charges computed for each atom: -0.32 -0.31 -0.09 -0.51 -0.09 0.22 0.22 0.21 0.45 0.21 -0.30 -0.32 -0.06 -0.54 -0.07 0.21 0.21 0.20 0.43 0.21 -0.35 -0.32 -0.07 -0.50 -0.07 0.23 0.22 0.22 0.43 0.21 -0.66 -0.05 -0.75 0.21 0.22 0.21 0.17 0.18 0.47 -0.62 -0.06 -0.77 0.21 0.21 0.21 0.15 0.18 0.50 -0.63 -0.07 -0.78 0.21 0.21 0.21 0.17 0.14 0.51 -0.63 -0.06 -0.77 0.20 0.22 0.22 0.16 0.16 0.51


[4]
Density functional theory data (wB97M-V/def2-TZVPD) for a structure of composition C20H39N8O7PS.

The geometry in XYZ format:
```
76
C20H39N8O7PS, DFT wB97M-V/def2-TZVPD
C 4.5801 3.0473 1.3628
O 4.3055 4.3817 0.9189
C 3.0034 4.8192 1.2968
C 1.8199 4.1043 0.5512
C 1.9491 3.8162 -0.8667
N 3.0924 4.1775 -1.6691
C 0.8211 3.0929 -1.5776
C -0.3698 2.7022 -0.8271
P -1.6913 1.8033 -1.7919
N -3.1111 2.3214 -1.3562
O -1.5114 0.1544 -1.4905
O -1.4231 2.1209 -3.4265
C -0.5016 3.0169 0.6291
N -1.5707 2.6956 1.4606
S -1.1037 3.2582 2.9502
N 0.3879 3.9432 2.7229
C 0.6138 3.7413 1.3680
H 3.6802 2.3776 1.4204
H 5.2641 2.5879 0.5845
H 5.1329 2.9845 2.3387
H 2.8107 4.7909 2.4084
H 2.9463 5.9153 1.0101
H 3.7110 3.3592 -1.6950
H 3.5777 4.9935 -1.2960
H 0.9500 2.8530 -2.6616
H -3.5511 2.7245 -2.1978
H -0.8111 0.0646 -0.8110
H -0.9833 1.3172 -3.7753
C 3.3305 1.7860 4.9721
O 4.5472 1.7615 5.0464
N 2.4859 1.9153 6.0204
C 1.0466 1.9347 5.8475
C 3.0371 2.0377 7.3561
H 2.8068 1.7007 4.0048
H 0.6550 2.8824 6.2272
H 0.6101 1.1069 6.4087
H 0.7811 1.8339 4.7959
H 3.6829 2.9173 7.4002
H 3.6374 1.1533 7.5807
H 2.2375 2.1333 8.0893
C -2.8895 -2.1048 -5.0499
O -1.6708 -2.1053 -4.9563
N -3.7498 -1.9909 -4.0151
C -5.1884 -1.9969 -4.2051
C -3.2159 -1.8577 -2.6700
H -3.3960 -2.1991 -6.0215
H -5.6002 -1.0570 -3.8292
H -5.6178 -2.8328 -3.6470
H -5.4431 -2.1032 -5.2588
H -2.5880 -0.9711 -2.6215
H -2.6029 -2.7329 -2.4402
H -4.0243 -1.7750 -1.9446
C -4.4444 -3.3298 -8.1777
O -5.3011 -2.9491 -7.3997
N -4.2663 -4.6109 -8.5743
C -3.2223 -4.9901 -9.5055
C -5.1491 -5.6369 -8.0499
H -3.7230 -2.6318 -8.6333
H -3.6774 -5.4459 -10.3879
H -2.5583 -5.7120 -9.0246
H -2.6414 -4.1207 -9.8123
H -6.1800 -5.3957 -8.3166
H -5.0674 -5.6603 -6.9614
H -4.8839 -6.6112 -8.4580
C 1.7847 -1.8810 7.3556
O 0.9753 -1.1787 6.7779
N 2.8991 -2.4079 6.7962
C 3.8194 -3.2373 7.5483
C 3.1805 -2.1329 5.3984
H 1.6657 -2.1497 8.4183
H 4.8062 -2.7688 7.5477
H 3.8833 -4.2206 7.0763
H 3.4817 -3.3569 8.5775
H 3.2716 -1.0543 5.2550
H 2.3532 -2.4975 4.7861
H 4.1049 -2.6214 5.0936
```

Properties
LUMO in eV: -1.11
HOMO in eV: -8.53
HOMO-LUMO gap in eV: 7.418

Listed below, in e, are the Mulliken charges computed for each atom: -0.62 -0.35 -0.98 0.30 0.09 -0.62 -0.54 0.10 1.18 -0.81 -0.66 -0.52 0.58 -0.55 0.14 -0.62 0.50 0.26 0.25 0.26 0.37 0.31 0.28 0.35 0.37 0.24 0.34 0.31 0.00 -0.65 0.24 -0.67 -1.06 0.38 0.38 0.34 0.00 0.33 0.29 0.39 0.41 -0.65 0.17 -0.86 -0.71 0.01 0.33 0.32 0.30 0.10 0.29 0.37 0.10 -0.64 0.11 -0.92 -0.95 0.33 0.34 0.34 0.29 0.31 0.28 0.38 0.07 -0.58 0.16 -0.95 -0.72 0.30 0.34 0.34 0.30 0.07 0.30 0.38